Molecular formula: CH7N3O
Method: DFT, ωB97M-V with the def2-TZVPD basis set

Structure (XYZ):
```
12
Properties=species:S:1:pos:R:3:forces:R:3:mulliken_charge:R:1
H 1.744932 -1.709453 1.085146 -0.1 0.3 -0.1 0.353
H 1.242661 -0.431116 -1.089707 1.0 0.3 2.4 0.458
C -0.678408 0.688072 1.025810 -0.2 -0.2 -0.1 -0.599
N 1.275610 -0.175513 -0.003973 2.1 -1.7 -1.2 -0.263
H -0.618185 0.845516 -2.219060 -0.1 0.1 0.3 0.217
N 0.274370 0.669524 -0.070969 -2.3 0.0 -2.7 -0.111
H -1.122224 -0.607343 -1.643372 -0.1 0.2 0.5 0.207
H -1.163727 -0.277154 1.183585 0.0 0.1 0.0 0.271
H -1.417315 1.457118 0.814027 0.0 0.0 0.0 0.284
H -0.128162 0.952899 1.931778 0.0 0.0 -0.1 0.286
N -0.337064 0.049000 -1.649710 -0.1 0.9 1.3 -0.630
O 0.927512 -1.461549 0.636445 -0.4 0.1 -0.3 -0.473
```
Forces are in eV/Å.

* spin multiplicity: 1
* net charge: 0
* HOMO: -8.499 eV
* relative energy (zero: lowest compared OMol25 entry of this formula, charge and spin): 6.241 eV

Molecular formula: C27H35ClN4O4P2Pt
Method: DFT, ωB97M-V with the def2-TZVPD basis set

Structure (XYZ):
```
74
Properties=species:S:1:pos:R:3:forces:R:3:mulliken_spin:R:1
O 5.920629 -3.958015 -0.216858 0.6 -1.9 1.3 0.013
H 2.659953 1.010876 -0.858322 0.2 -1.0 -1.3 0.000
C -4.117615 -0.337441 4.138601 1.1 -0.7 -0.1 -0.003
H 1.660346 -4.077225 -2.360596 0.5 0.5 -1.0 -0.001
C 0.446626 3.643021 -3.698240 0.1 -0.4 1.8 0.005
C 1.799959 -3.006582 -2.166306 0.9 0.4 0.5 0.005
H 2.027818 3.324209 2.456395 -0.1 0.3 -0.1 0.014
H -5.973597 0.639018 3.302545 0.6 0.0 0.1 0.000
H 2.799899 -0.255061 0.949098 0.5 -0.5 -0.3 -0.005
N 1.112463 4.109927 0.667854 0.6 -0.6 1.3 -0.040
H -1.463512 0.841329 -0.948168 0.1 0.0 0.5 0.019
C -3.287103 -2.860679 -0.269168 0.9 2.4 0.1 0.315
C 1.307893 5.467023 2.469311 -0.9 2.7 -0.8 0.171
H -1.910388 2.992356 -1.468511 -0.6 0.2 0.4 0.001
N 0.231818 3.050317 -1.495964 0.7 -0.7 -0.6 0.010
H -4.771295 -4.037945 -1.398193 0.1 0.1 0.0 0.001
H -0.195496 -3.301173 -1.240148 -0.3 -0.7 -0.3 0.001
H -3.746922 0.167213 -1.467381 0.1 0.5 0.0 0.035
H 0.501906 0.772326 -1.494251 0.0 -0.4 -0.2 -0.025
H -5.453400 -1.626760 -2.479871 -0.1 -0.2 -0.2 0.000
C 3.118121 -2.907117 -1.326722 1.2 -0.4 -0.2 -0.001
P -1.970079 -0.615079 0.918857 -1.2 0.0 0.1 0.079
C 1.155952 3.291173 -2.546025 -1.4 0.1 -0.2 -0.001
P 0.847854 2.356924 0.062650 -1.0 2.5 -2.3 -0.003
C -1.732551 1.004118 0.109781 -1.2 0.0 -0.6 0.201
C -0.958124 3.620497 -3.381937 0.5 -0.4 1.6 -0.001
H -2.735297 -3.527752 0.377135 -0.1 0.0 0.0 -0.001
H -4.514084 0.700802 0.991006 -0.2 -0.1 0.2 -0.013
C 0.540853 -2.597554 -1.575267 -1.2 2.0 1.3 0.017
Pt -0.060747 -0.989997 1.517234 3.6 -1.4 0.0 0.418
H 3.862858 -2.502760 -2.043363 0.0 -0.6 0.3 0.002
C 1.038523 -0.155006 -1.754685 0.0 1.0 -0.1 0.030
O 6.901528 -4.976582 1.725511 -0.4 -0.5 0.2 0.470
H 3.769624 -2.532852 0.794638 -0.6 0.0 -0.6 -0.001
H -2.128653 -1.407111 3.833149 -0.1 0.3 0.0 0.001
H 3.416534 -3.919846 -1.027889 0.1 0.2 -0.5 -0.004
C 1.583269 4.197746 1.976380 -0.9 -0.8 -1.8 0.349
C 2.476008 -0.052772 -1.189268 -0.4 0.6 -0.9 -0.003
C -4.955418 0.262656 3.159278 -0.3 0.4 -0.8 0.012
H -2.763365 1.389305 0.086375 0.5 0.8 0.0 -0.018
C -2.970845 -0.814364 3.499147 -1.3 0.9 0.2 0.013
H 1.659730 -3.176044 2.095419 -0.3 0.9 -0.1 0.003
C 0.946650 -2.468581 2.560338 -0.9 -1.6 0.3 0.353
H 1.087125 -0.119569 -2.845613 0.1 0.3 -0.2 0.006
N -2.976986 -1.488433 -0.293943 -0.4 0.1 -0.3 -0.002
C -0.741228 1.930449 0.879351 -0.5 0.3 0.7 -0.043
H -1.264855 2.866576 1.144261 0.2 -0.4 0.0 -0.008
N -3.072353 -0.403162 2.165403 -0.8 0.3 -1.0 0.002
H 1.466569 5.810272 3.487478 0.1 -0.1 -0.3 0.003
O 4.585791 -5.172350 1.250094 1.1 -0.8 0.6 0.340
H 0.880562 3.860531 -4.645823 0.2 0.2 -0.4 0.000
C 0.770395 6.238677 1.385858 1.0 -0.8 2.8 0.102
C 0.708183 5.396123 0.279293 0.0 -1.4 -0.4 0.365
C -3.819523 -0.868631 -1.233583 0.8 -1.7 1.4 0.334
H 2.208769 3.162345 -2.330869 -0.1 0.1 -0.3 0.001
Cl 5.921091 -5.125747 0.662286 -1.1 2.4 -3.2 -0.109
C 3.269601 -2.088076 -0.086495 -0.7 0.8 1.1 -0.011
H 3.097452 -0.421613 -2.020102 0.3 0.8 0.3 -0.002
H 1.927637 -2.271347 -3.008275 0.0 -1.5 0.1 0.003
H 0.462463 5.670662 -0.754335 0.0 -0.5 0.5 0.016
O 6.215146 -6.342002 -0.067219 -0.1 0.8 1.2 0.287
H 0.049604 -3.070908 2.851846 1.0 0.4 0.4 -0.010
H -1.816841 3.961187 -3.972342 0.6 -0.4 0.1 0.000
H -4.309440 -0.374521 5.214290 0.0 -0.3 -0.6 0.000
H -0.893613 -1.125122 -1.498161 0.1 0.1 0.7 0.036
H 1.386435 -1.882997 3.367132 0.0 -0.2 0.3 0.022
C -4.310636 -3.082235 -1.185671 -1.5 1.2 -1.5 0.159
C -4.672876 -1.834471 -1.773704 0.4 -1.9 0.8 0.076
H 0.454607 7.268066 1.445187 0.1 0.0 -0.2 0.003
C 2.843066 -0.819647 -0.000623 0.0 -0.9 1.2 0.045
H -0.365943 1.439464 1.826548 -0.7 0.4 -0.7 0.005
C -4.294827 0.248823 1.948523 0.1 -0.4 1.4 0.012
C -1.051915 3.202502 -2.050825 1.0 0.5 -0.9 0.004
C 0.178213 -1.301384 -1.423534 -0.3 -1.5 -0.8 -0.057
```
Forces are in eV/Å.

* expectation value of S²: 6.0444
* spin multiplicity: 5
* net charge: +2
* HOMO (spin up / spin down): -12.543 / -12.550 eV
* relative energy (zero: lowest compared OMol25 entry of this formula, charge and spin): 3.252 eV

Molecular formula: C6H11N2O6P2PtS2
Method: DFT, ωB97M-V with the def2-TZVPD basis set

Structure (XYZ):
```
30
Properties=species:S:1:pos:R:3:forces:R:3:mulliken_spin:R:1
H 2.211862 -2.641741 -2.841221 0.0 0.0 0.0 0.000
S -1.495233 0.010599 5.325650 -0.1 0.0 0.0 0.001
H 0.041047 -0.675571 -4.240556 0.0 -0.1 0.1 0.000
C -1.199838 1.216352 3.127731 0.0 0.0 0.0 -0.002
N -0.483230 0.042784 3.026672 0.0 0.3 0.0 0.012
H 2.095111 0.617957 -2.644549 0.0 0.0 -0.1 0.000
C 2.252330 -0.318642 2.591494 0.5 -0.9 -2.4 -0.011
O -1.172742 -0.576566 0.280260 0.8 -0.1 0.6 0.037
P 1.016772 -1.508714 -1.422560 -0.1 0.0 -0.6 0.004
C -0.636538 -0.420278 -3.424533 -0.1 0.3 -0.1 -0.001
C 0.132752 -0.033453 -2.178280 0.0 -0.7 0.9 0.017
Pt 0.658210 -0.367066 1.416334 -1.7 0.5 0.4 0.719
O 0.109730 -2.621001 -1.177199 0.1 -0.1 0.0 0.000
H 0.923586 1.634465 -3.228763 0.0 0.0 0.0 0.000
H -2.973634 0.922055 -1.073956 0.0 0.1 0.0 0.000
N 1.182161 1.036245 -2.440596 -0.1 -0.1 -0.1 -0.001
H -1.213375 1.915879 2.306806 0.0 0.0 0.0 -0.004
P -0.846495 0.539969 -0.691821 0.2 0.8 -1.4 -0.060
O 2.138373 -1.729187 -2.525036 0.2 0.2 0.2 0.001
H -1.255857 -1.292248 -3.216395 0.0 0.0 0.0 0.000
O 1.749688 -0.806925 -0.233345 0.3 -0.2 0.3 0.027
H 1.259041 1.606940 -1.585337 0.1 0.0 0.0 -0.005
O -2.093516 1.255933 -1.306131 -0.1 -0.2 0.3 0.003
C -0.557432 -0.689205 4.123477 0.0 0.0 0.0 0.003
H -1.284351 0.390187 -3.762968 0.0 0.0 0.0 0.000
H -2.448741 2.164691 4.647230 0.0 0.0 0.0 0.000
C -1.812574 1.356574 4.323961 -0.1 -0.1 0.0 0.000
H -0.068632 -1.644839 4.240401 0.0 0.0 0.0 -0.001
S 3.631112 -0.895124 2.612488 0.1 0.5 1.0 0.017
O 0.140414 1.509932 -0.029256 -0.1 -0.1 0.9 0.240
```
Forces are in eV/Å.

* expectation value of S²: 0.7552
* spin multiplicity: 2
* net charge: +2
* HOMO (spin up / spin down): -16.614 / -16.613 eV
* relative energy (zero: lowest compared OMol25 entry of this formula, charge and spin): 0.953 eV